A molecular structure, C51H71N7O5S3Ti. Source: the OMol25 dataset; level of theory: ωB97M-V/def2-TZVPD.

Properties
electronic energy = -4789.77686 Eh
net charge = 0
ΔE to the lowest compared entry with this formula, charge and spin = 35.4 kJ/mol
F_max = 0.634 eV Å⁻¹

Atoms and positions in Å:
Ti1 0.151 -0.544 0.770
S1 1.309 -4.076 -0.923
S2 -1.131 -5.200 0.295
S3 -1.765 2.756 1.263
O1 -0.113 0.647 -0.687
O2 -1.899 -0.540 0.892
O3 -4.141 0.927 0.510
O4 -2.943 7.421 2.153
O5 1.296 -1.604 1.883
N1 -0.430 -0.019 3.022
N2 1.728 -0.895 -0.405
N3 -0.725 -2.592 -0.046
N4 -2.554 5.263 1.649
N5 1.315 1.258 1.502
N6 -2.107 -2.698 0.178
N7 -4.171 3.731 0.955
C1 0.571 0.470 -1.838
C2 2.976 -3.380 3.539
C3 -4.427 5.874 3.163
C4 -5.018 4.664 0.212
C5 1.499 -5.710 -0.186
C6 0.142 -6.390 -0.211
C7 2.226 -0.923 -2.886
C8 6.303 -4.721 -0.451
C9 -6.887 -1.414 0.724
C10 2.261 -2.268 -5.617
C11 -0.782 2.922 -4.466
C12 1.961 -0.300 -4.109
C13 -2.615 -1.587 0.592
C14 -3.293 6.271 2.278
C15 2.783 -1.623 0.125
C16 1.592 -0.492 -1.734
C17 -6.229 -2.639 0.789
C18 4.894 -2.771 0.243
C19 4.054 -4.288 4.133
C20 4.535 -3.245 1.503
C21 2.342 0.009 -6.603
C22 1.662 -4.175 3.499
C23 -5.465 6.784 3.332
C24 4.013 -1.938 -0.441
C25 -5.472 4.387 4.734
C26 -6.164 -0.242 0.634
C27 1.055 0.749 -4.142
C28 -2.898 3.971 1.300
C29 3.339 -2.894 2.136
C30 2.816 -2.176 4.481
C31 6.448 -2.623 -1.762
C32 -4.475 4.961 -1.180
C33 -6.520 5.284 4.881
C34 -4.095 -1.493 0.661
C35 -6.517 6.484 4.181
C36 6.239 -3.190 -0.357
C37 1.645 1.239 2.928
C38 2.679 -0.813 -5.359
C39 -0.223 -3.773 -0.161
C40 -4.427 4.676 3.871
C41 0.334 1.169 -3.014
C42 0.337 1.054 3.676
C43 2.485 -2.056 1.424
C44 -0.244 3.416 -2.101
C45 4.199 -0.755 -5.148
C46 7.381 -2.689 0.538
C47 -0.683 2.307 -3.068
C48 -5.440 5.826 -1.979
C49 -2.077 1.794 -2.677
C50 -4.771 -0.271 0.609
C51 -4.850 -2.665 0.753
H1 -1.106 2.190 -5.209
H2 0.881 -3.637 2.963
H3 -4.288 4.016 -1.696
H4 -5.156 5.586 0.776
H5 -6.392 5.314 -2.133
H6 4.998 -3.758 4.275
H7 -1.428 0.152 3.067
H8 7.370 -1.600 0.600
H9 -6.790 -3.560 0.862
H10 1.955 -1.573 4.199
H11 -5.030 6.069 -2.959
H12 7.240 -5.034 -0.917
H13 -3.173 0.806 0.594
H14 -1.521 3.726 -4.449
H15 -6.655 0.721 0.578
H16 2.236 -6.255 -0.776
H17 2.311 0.396 3.109
H18 -4.315 -3.605 0.785
H19 2.877 -0.397 -7.464
H20 5.679 -2.972 -2.455
H21 1.275 -0.022 -6.829
H22 4.518 -1.395 -4.324
H23 2.148 2.153 3.254
H24 1.312 -4.378 4.515
H25 2.676 -2.519 5.509
H26 6.244 -5.188 0.532
H27 4.518 0.265 -4.923
H28 -2.802 2.611 -2.735
H29 4.720 -1.088 -6.049
H30 -7.969 -1.374 0.745
H31 -7.340 5.052 5.549
H32 4.271 -1.546 -1.410
H33 -6.004 4.201 0.146
H34 1.183 -2.335 -5.776
H35 -0.092 -6.759 -1.209
H36 2.926 -1.744 -2.844
H37 0.743 3.793 -2.378
H38 6.442 -1.531 -1.764
H39 -2.400 1.006 -3.361
H40 -4.316 2.747 0.738
H41 0.877 1.255 -5.078
H42 4.241 -5.160 3.503
H43 -7.330 7.187 4.305
H44 3.722 -4.649 5.108
H45 1.816 -5.139 3.008
H46 -0.249 1.971 3.612
H47 1.875 -5.596 0.831
H48 5.477 -5.102 -1.056
H49 2.127 1.341 0.899
H50 0.704 2.046 1.292
H51 2.638 1.054 -6.486
H52 7.296 -3.084 1.551
H53 -3.508 5.464 -1.086
H54 0.169 3.348 -4.791
H55 -5.468 3.459 5.291
H56 -1.601 5.522 1.437
H57 -2.086 1.397 -1.663
H58 2.767 -2.659 -6.504
H59 0.106 -7.222 0.493
H60 7.416 -2.951 -2.147
H61 3.705 -1.542 4.450
H62 -5.430 7.723 2.795
H63 -0.953 4.250 -2.139
H64 0.525 0.845 4.731
H65 5.224 -3.896 2.023
H66 -0.229 -0.921 3.440
H67 -0.207 3.050 -1.077
H68 8.347 -3.001 0.133
H69 2.513 -2.911 -4.772
H70 -3.608 3.976 3.763
H71 -5.645 6.766 -1.462